Record 1
{
  "formula": "C4H10NO2",
  "method": "the ωB97M-V functional and the def2-TZVPD basis",
  "charge": -1,
  "fmax_ev_per_a": 2.49,
  "smiles": "C[C@@H](O)CNC[O-]",
  "relative_energy_kj_mol": 266.65,
  "energy_ha": -363.6229,
  "e_lumo_ha": 0.1547,
  "elements": ["C", "C", "O", "C", "N", "C", "O", "H", "H", "H", "H", "H", "H", "H", "H", "H", "H"],
  "positions_angstrom": [[0.6512, 2.1508, 0.1172], [0.0077, 0.7751, 0.1281], [-0.5893, 0.8001, -1.1850], [0.9251, -0.4695, 0.1826], [0.2035, -1.5820, 0.7018], [-1.1846, -1.7134, 0.0112], [-1.1348, -1.5639, -1.3042], [1.0379, 2.4425, -0.8544], [1.4310, 2.5016, 0.8105], [-0.0811, 2.9453, 0.3308], [-0.7575, 0.6828, 0.9187], [-0.8573, -0.1818, -1.3540], [1.4284, -0.5605, -0.7974], [1.7328, -0.1648, 0.8749], [0.5923, -2.4756, 0.4180], [-1.5607, -2.6430, 0.5321], [-1.8445, -0.9436, 0.4690]],
  "forces_ev_per_angstrom": [[0.492, 1.878, 0.969], [0.148, 0.169, -2.108], [-0.455, 0.406, 0.853], [1.208, 2.097, 0.573], [-1.803, -1.214, -0.146], [0.242, 0.508, 1.519], [-0.207, -1.412, -0.423], [0.006, -0.532, -0.359], [0.203, -1.066, 0.382], [-0.440, -0.456, -0.253], [0.347, 0.178, -0.100], [-0.220, -0.104, -0.341], [-0.485, -0.205, 0.074], [0.031, -0.448, 0.093], [0.605, 0.253, 0.047], [0.137, -0.128, -0.993], [0.191, 0.076, 0.214]],
  "mulliken_charge": [-1.554, 0.421, -0.682, -0.461, -0.532, -0.566, -0.852, 0.332, 0.382, 0.322, 0.172, 0.502, 0.249, 0.336, 0.293, 0.369, 0.268]
}

---

Record 2
{
  "formula": "C15H21N3O4",
  "method": "the ωB97M-V functional and the def2-TZVPD basis",
  "charge": 0,
  "fmax_ev_per_a": 3.97,
  "smiles": "CNC(=O)[C@@H](C)NC(=O)[C@@H](Cc1ccc(O)cc1)NC(C)=O",
  "relative_energy_kj_mol": 355.88,
  "energy_ha": -1049.3695,
  "e_lumo_ha": 0.0247,
  "elements": ["C", "N", "C", "O", "C", "C", "N", "C", "O", "C", "C", "C", "C", "C", "C", "O", "C", "C", "N", "C", "C", "O", "H", "H", "H", "H", "H", "H", "H", "H", "H", "H", "H", "H", "H", "H", "H", "H", "H", "H", "H", "H", "H"],
  "positions_angstrom": [[-4.6162, -4.8783, 1.7600], [-3.9808, -3.7231, 0.9122], [-2.8691, -2.9729, 1.1599], [-2.0855, -3.2322, 2.0719], [-2.6263, -1.8606, 0.2419], [-3.6971, -0.8157, 0.3324], [-1.3366, -1.2683, 0.3600], [-0.6844, -0.7658, -0.6875], [-0.9396, -0.7761, -1.8725], [0.5427, 0.0528, -0.3103], [1.3971, 0.3439, -1.6098], [2.5912, 1.2409, -1.5698], [2.7416, 2.3791, -2.3462], [4.0672, 2.9572, -2.3399], [5.0847, 2.5952, -1.4418], [6.3343, 3.0765, -1.5413], [4.7405, 1.5233, -0.5400], [3.6035, 0.6984, -0.7804], [0.2616, 1.3497, 0.2560], [0.1204, 1.7149, 1.4939], [0.0227, 3.2064, 1.8436], [0.1343, 0.9102, 2.3755], [-5.5415, -5.0052, 1.2966], [-5.0147, -4.5001, 2.7438], [-4.1409, -5.8384, 1.7674], [-4.4302, -3.6512, 0.0169], [-2.6862, -2.2103, -0.8170], [-3.3908, -0.1970, 1.2390], [-3.8485, -0.4046, -0.6256], [-4.6297, -1.3370, 0.5907], [-0.8251, -1.4279, 1.2509], [1.1422, -0.5392, 0.4040], [1.7024, -0.6350, -2.0866], [0.7219, 0.8945, -2.3232], [1.9102, 2.8712, -2.9985], [4.2058, 3.6449, -3.1871], [6.8374, 3.0002, -0.7192], [5.4795, 1.1983, 0.1342], [3.4657, -0.2870, -0.2724], [0.2604, 2.1992, -0.3367], [0.7361, 3.8782, 1.4812], [-0.9935, 3.5883, 1.8581], [0.2335, 3.0029, 2.8160]],
  "forces_ev_per_angstrom": [[0.375, 3.223, 0.241], [-0.999, -1.968, 1.209], [0.904, -2.366, 1.728], [-0.670, 0.398, -0.314], [-0.145, 0.193, -2.972], [-0.586, -0.437, 2.828], [0.625, -0.909, 1.512], [1.501, 1.588, -0.292], [-1.756, -0.940, -0.295], [2.340, 0.331, -0.418], [-1.757, -0.125, -1.557], [-0.660, -1.529, 0.568], [1.259, 0.833, 0.091], [-1.059, 0.418, -0.894], [-2.806, -2.023, 0.347], [0.582, 0.852, -0.031], [-0.691, -0.501, -2.084], [1.794, 2.239, 1.077], [-0.370, 1.873, -3.483], [0.021, 1.175, 0.568], [-1.531, -1.554, -0.789], [-0.218, -1.814, 2.361], [-1.476, -0.448, -1.302], [1.435, -0.383, -0.597], [0.886, -0.039, 0.230], [0.079, 0.326, -0.053], [0.112, -0.334, 0.641], [-0.782, 0.007, -1.592], [0.084, 1.446, -0.705], [0.044, 0.384, 0.005], [-0.612, 0.467, -0.836], [-0.114, 0.438, 0.003], [-0.557, 1.022, 0.457], [0.112, -1.133, 0.520], [1.657, -1.301, 1.232], [0.495, 0.071, 0.800], [-0.317, -0.200, -0.142], [0.929, -0.419, 0.833], [0.171, 1.145, -0.336], [0.144, -1.448, -0.226], [0.957, 0.867, -1.107], [-0.096, 0.050, -0.519], [0.697, 0.524, 3.294]],
  "mulliken_charge": [-0.983, -0.263, 0.618, -0.666, -0.040, -1.395, -0.085, 0.110, -0.706, 0.036, -1.226, 0.800, -0.305, -0.658, 0.625, -0.509, -0.694, -0.515, -0.007, 0.716, -1.353, -0.630, 0.416, 0.294, 0.308, 0.303, 0.299, 0.264, 0.371, 0.482, 0.376, 0.365, 0.395, 0.297, 0.251, 0.318, 0.319, 0.308, 0.319, 0.320, 0.384, 0.285, 0.455]
}

---

Record 3
{
  "formula": "C4H3NO2",
  "method": "the ωB97M-V functional and the def2-TZVPD basis",
  "charge": 0,
  "fmax_ev_per_a": 0.52,
  "smiles": "O=Cc1ccon1",
  "relative_energy_kj_mol": 203.64,
  "energy_ha": -359.3928,
  "e_lumo_ha": 0.0028,
  "elements": ["O", "C", "C", "C", "C", "O", "N", "H", "H", "H"],
  "positions_angstrom": [[-2.2385, 1.0445, -0.8562], [-1.6735, -0.0231, -0.8430], [-0.2834, -0.1783, -0.3481], [0.3861, 0.6697, 0.5728], [1.5472, 0.0125, 0.7895], [1.5945, -1.1067, 0.0454], [0.4334, -1.2306, -0.6604], [-2.1744, -0.9607, -1.1401], [0.0155, 1.5872, 1.0015], [2.3932, 0.1855, 1.4385]],
  "forces_ev_per_angstrom": [[0.231, -0.462, 0.040], [-0.178, 0.280, -0.031], [0.043, -0.112, 0.061], [0.123, -0.035, 0.086], [-0.076, 0.121, 0.005], [0.131, 0.025, 0.108], [-0.372, 0.214, 0.101], [0.052, 0.083, -0.170], [0.100, -0.118, -0.031], [-0.054, 0.005, -0.170]],
  "mulliken_charge": [-0.453, -0.066, 0.550, -0.233, -0.402, -0.114, -0.424, 0.332, 0.373, 0.438]
}

---

Record 4
{
  "formula": "C3H4N2S3",
  "method": "the ωB97M-V functional and the def2-TZVPD basis",
  "charge": 0,
  "fmax_ev_per_a": 0.42,
  "relative_energy_kj_mol": 193.38,
  "energy_ha": -1420.7001,
  "e_lumo_ha": -0.0232,
  "elements": ["C", "C", "C", "H", "H", "H", "H", "N", "N", "S", "S", "S"],
  "positions_angstrom": [[-1.7894, 0.4680, 1.1308], [-0.5399, 0.7940, 0.3519], [2.9222, -0.6911, -0.5147], [-1.8695, -0.3530, -1.4705], [-1.7908, 0.8022, 2.1650], [3.7880, -0.3097, -1.0514], [2.9894, -1.7072, -0.0915], [-2.8366, -0.0998, 0.6971], [1.9224, 0.0824, -0.4019], [-3.0467, -0.6528, -0.8743], [-0.3580, 2.1909, -0.4337], [0.6089, -0.5238, 0.4932]],
  "forces_ev_per_angstrom": [[0.055, 0.070, -0.198], [0.099, -0.225, 0.070], [-0.034, -0.080, 0.164], [-0.036, 0.037, 0.074], [-0.024, -0.012, 0.060], [-0.076, -0.045, -0.030], [-0.059, 0.319, -0.131], [0.265, 0.034, -0.110], [-0.037, -0.317, 0.202], [0.006, -0.006, 0.061], [-0.087, -0.115, 0.065], [-0.074, 0.343, -0.227]],
  "mulliken_charge": [0.022, -0.120, -0.207, 0.148, 0.405, 0.253, 0.211, -0.378, -0.238, -0.080, -0.141, 0.125]
}

---

Record 5
{
  "formula": "F16K3N8Na2O32S16",
  "method": "the ωB97M-V functional and the def2-TZVPD basis",
  "charge": -3,
  "fmax_ev_per_a": 11.72,
  "relative_energy_kj_mol": 657.90,
  "energy_ha": -12939.1097,
  "e_lumo_ha": 0.1210,
  "elements": ["Na", "Na", "K", "K", "K", "N", "S", "O", "O", "F", "S", "O", "O", "F", "N", "S", "O", "O", "F", "S", "O", "O", "F", "N", "S", "O", "O", "F", "S", "O", "O", "F", "N", "S", "O", "O", "F", "S", "O", "O", "F", "N", "S", "O", "O", "F", "S", "O", "O", "F", "N", "S", "O", "O", "F", "S", "O", "O", "F", "N", "S", "O", "O", "F", "S", "O", "O", "F", "N", "S", "O", "O", "F", "S", "O", "O", "F"],
  "positions_angstrom": [[-6.2763, 1.1133, -16.9808], [-8.6792, -0.9639, -11.1265], [-7.4709, -4.0208, -11.9416], [-8.4031, -1.1177, -16.6151], [-1.6626, -0.4026, -13.9029], [-6.8270, -2.1098, -10.1227], [-7.2142, -2.2948, -8.4548], [-7.6222, -1.0603, -7.7813], [-6.4572, -3.2831, -7.7717], [-8.6117, -3.0740, -8.8248], [-5.5180, -1.3626, -9.8389], [-4.4386, -1.9715, -9.1350], [-5.6391, 0.1154, -9.9655], [-4.9631, -1.5248, -11.3711], [-9.9064, -2.6593, -12.0519], [-11.3760, -2.8602, -11.4960], [-12.0257, -4.1533, -11.6349], [-12.2729, -1.7268, -11.5876], [-10.9185, -2.9147, -9.9239], [-10.3141, -2.6422, -13.7191], [-10.4247, -1.3157, -14.3441], [-11.0984, -3.7323, -14.2721], [-8.8046, -2.9861, -14.2598], [0.2570, -2.2045, -14.8914], [0.2252, -2.6136, -16.3963], [0.3695, -4.0636, -16.5280], [0.7670, -1.7734, -17.4530], [-1.3670, -2.3724, -16.5064], [1.9006, -1.6496, -14.9167], [1.9858, -0.1750, -15.0029], [2.9195, -2.3774, -15.6549], [2.2135, -2.0452, -13.4300], [-8.4082, 1.5022, -17.4430], [-9.0468, 1.9440, -18.7583], [-8.6547, 3.2585, -19.2271], [-10.3895, 1.3768, -18.9775], [-7.9954, 1.0167, -19.6415], [-9.4146, 2.5082, -16.5256], [-10.5040, 1.7518, -15.9639], [-9.6163, 3.9307, -16.7187], [-8.4039, 2.5401, -15.2932], [-4.1924, 1.3610, -18.1963], [-2.8765, 0.6474, -18.0158], [-2.5650, 0.4189, -16.6287], [-1.8169, 0.7954, -18.9962], [-3.6179, -0.7262, -18.4744], [-3.5078, 2.8942, -17.8506], [-2.9342, 3.6199, -18.9645], [-3.0072, 3.2024, -16.5051], [-4.9376, 3.6347, -17.7029], [-3.4173, 4.6610, -11.9557], [-3.5744, 3.0195, -12.2573], [-4.6751, 2.5025, -11.4834], [-2.3992, 2.1616, -12.6368], [-4.1785, 3.2777, -13.7336], [-2.1122, 4.6170, -11.1805], [-0.8650, 4.6429, -12.0417], [-2.0643, 3.8460, -9.9472], [-2.3013, 6.1519, -10.6898], [-6.2211, -0.5738, -15.3432], [-5.9923, 0.1690, -13.8470], [-4.6268, 0.3877, -13.4085], [-7.0150, 0.0161, -12.8349], [-6.2406, 1.6179, -14.5692], [-5.3263, -1.7626, -14.9706], [-5.8345, -2.6749, -13.9799], [-3.8357, -1.6220, -15.0427], [-5.6705, -2.6222, -16.2664], [-1.4518, -5.1379, -12.6384], [-3.0657, -5.3333, -13.0610], [-4.1742, -5.1236, -12.1222], [-3.3200, -6.2172, -14.2027], [-3.1274, -3.9283, -13.8097], [-1.5542, -5.9112, -11.3639], [-1.9592, -7.3594, -11.3542], [-1.9056, -5.0652, -10.2469], [0.0462, -6.0375, -11.1296]],
  "forces_ev_per_angstrom": [[1.361, 0.787, -0.050], [0.645, 0.931, 0.108], [1.045, -0.346, -0.260], [-0.874, -0.485, 0.014], [-0.213, 0.256, -0.207], [-2.648, -1.591, 3.945], [-3.041, -0.472, 0.485], [0.683, -2.173, -1.543], [-0.289, 0.404, -0.177], [0.673, 0.634, 0.303], [6.881, 7.100, -6.297], [-1.362, -0.002, 1.072], [-0.697, -3.078, 2.245], [-0.344, -1.058, 0.229], [-1.248, -0.302, -3.710], [-4.527, -1.753, 4.861], [1.632, 1.489, -0.449], [1.700, -0.600, -0.378], [-0.135, 0.525, -1.449], [1.773, 1.080, -3.742], [-0.304, -2.032, 1.898], [0.994, 1.689, 1.686], [-0.339, -0.330, 0.826], [4.571, 2.005, 0.192], [-2.891, -3.411, -3.485], [0.038, 2.050, -0.283], [-0.393, -0.650, 1.666], [0.280, -0.162, -0.338], [0.805, 2.436, 0.528], [-0.538, -2.989, 0.582], [-1.633, 0.360, 0.717], [-0.121, 0.277, 0.418], [-1.654, 2.045, 2.704], [0.311, -0.532, -7.681], [-1.377, -1.617, 0.633], [2.492, 1.364, 0.277], [-1.090, -0.016, 0.288], [-0.403, 1.146, 6.467], [0.459, 0.049, -1.254], [0.424, -2.220, -1.259], [0.046, -0.146, -0.431], [-0.775, 5.849, 0.178], [3.649, -7.359, -0.100], [0.477, 0.300, -0.878], [-1.457, 0.508, 1.457], [0.698, -0.532, 0.108], [-1.697, 5.345, 1.530], [-0.338, -1.718, 0.821], [-0.266, -1.824, -2.604], [-0.566, -0.597, -0.394], [-1.095, -3.659, -1.175], [-0.975, -1.075, -3.112], [1.348, 0.102, -0.579], [-2.688, 2.233, 1.813], [-0.078, -0.319, 0.703], [6.394, 2.468, 0.720], [-3.377, -0.020, 2.773], [-0.053, 0.620, -1.322], [0.679, -0.190, 0.259], [-0.277, 1.667, 2.850], [1.166, 6.068, 1.430], [-2.373, -1.688, -0.876], [0.205, -0.522, -1.729], [-0.583, -0.926, 0.807], [7.304, -6.812, -1.984], [-0.515, 1.162, 0.706], [-4.991, 0.136, 0.111], [-0.170, 0.289, -0.819], [-3.645, 0.011, -3.542], [-2.257, 2.324, -4.794], [1.802, -1.093, -0.276], [0.762, 0.387, 2.458], [0.312, 0.124, 0.087], [3.167, -4.121, 7.204], [0.279, 3.577, -0.452], [-0.521, -1.132, -0.329], [-0.238, -0.245, -0.203]],
  "mulliken_charge": [1.327, 0.966, 0.858, 0.870, 0.828, -0.007, 0.964, -0.570, -0.513, -0.243, 0.764, -0.537, -0.537, -0.289, -0.078, 0.899, -0.561, -0.598, -0.271, 0.986, -0.527, -0.539, -0.310, -0.141, 1.049, -0.674, -0.577, -0.209, 0.962, -0.591, -0.584, -0.242, -0.238, 0.927, -0.559, -0.611, -0.335, 0.930, -0.584, -0.549, -0.174, -0.295, 0.844, -0.155, -0.591, -0.358, 1.036, -0.606, -0.512, -0.304, -0.278, 0.713, -0.457, -0.276, -0.168, 1.034, -0.622, -0.590, -0.317, 0.176, 0.498, -0.188, -0.286, -0.329, 0.062, -0.368, 0.035, -0.392, -0.107, 0.870, -0.400, -0.648, -0.110, 0.946, -0.627, -0.582, -0.332]
}

---

Record 6
{
  "formula": "BaH18O9",
  "method": "the ωB97M-V functional and the def2-TZVPD basis",
  "charge": 2,
  "fmax_ev_per_a": 3.60,
  "relative_energy_kj_mol": 145.70,
  "energy_ha": -713.0383,
  "e_lumo_ha": -0.2369,
  "elements": ["Ba", "O", "H", "H", "O", "H", "H", "O", "H", "H", "O", "H", "H", "O", "H", "H", "O", "H", "H", "O", "H", "H", "O", "H", "H", "O", "H", "H"],
  "positions_angstrom": [[19.6360, 6.0610, 3.7170], [18.2670, 8.1120, 2.1840], [18.4240, 7.8010, 1.3240], [18.3690, 9.0310, 2.0390], [18.7310, 4.9560, 1.2180], [19.2060, 4.1060, 1.1020], [18.7600, 5.3700, 0.3420], [21.7650, 4.2830, 2.9680], [22.2400, 4.3530, 2.1380], [21.7540, 3.4110, 3.2550], [22.4290, 7.0050, 3.9430], [22.9240, 7.4110, 4.6420], [22.8640, 7.3710, 3.1600], [20.9460, 6.8730, 1.3530], [21.5230, 6.1660, 0.9900], [21.4020, 7.7110, 1.3850], [16.8960, 5.6290, 3.3440], [16.7350, 4.7310, 3.3230], [16.7500, 5.9970, 2.4500], [19.4450, 8.2100, 5.6380], [19.3350, 7.7800, 6.4900], [20.2260, 8.7700, 5.6680], [19.0920, 3.2790, 4.3370], [20.0090, 3.0780, 4.1720], [18.9060, 2.9420, 5.2260], [18.3640, 5.4460, 6.1440], [17.7730, 4.7020, 6.2230], [18.5660, 5.5550, 7.0310]],
  "forces_ev_per_angstrom": [[-0.437, 0.483, 0.157], [-0.046, -0.904, 1.666], [0.251, -1.066, -2.057], [-0.098, 1.898, 0.360], [0.693, -0.553, -0.216], [-0.591, 0.505, -0.061], [-0.037, -0.174, 0.116], [-0.796, 2.756, -0.509], [0.333, -0.480, 0.062], [0.627, -2.662, 0.395], [-0.406, 0.136, -0.816], [0.460, 0.228, 0.954], [-0.075, -0.232, 0.077], [-0.132, -1.199, -0.002], [-0.318, 1.205, 0.053], [0.517, 0.261, -0.414], [0.962, 3.467, -0.170], [-0.833, -3.039, -0.401], [-0.219, -0.478, 0.682], [0.090, -0.562, -0.750], [0.051, 0.391, 0.268], [-0.020, 0.187, 0.402], [-0.325, 0.458, 0.082], [0.298, -0.595, 0.083], [0.119, -0.112, -0.266], [-0.252, -0.354, -2.120], [-0.751, -0.376, -0.504], [0.937, 0.813, 2.931]],
  "mulliken_charge": [1.609, -0.521, 0.272, 0.265, -0.518, 0.296, 0.275, -0.488, 0.267, 0.230, -0.462, 0.254, 0.283, -0.453, 0.252, 0.268, -0.579, 0.313, 0.300, -0.600, 0.308, 0.329, -0.536, 0.275, 0.311, -0.436, 0.238, 0.247]
}